# 1
The following is a DFT calculation (ωB97M-V/def2-TZVPD) of a structure of composition C6H4Cl2N2O3YYb at a distorted geometry.

E ... -72983.3865 eV
Charge ... +4
HOMO-LUMO gap (alpha / beta) ... 5.35 / 5.35 eV
2S+1 ... 2
<S²> ... 0.75

Each line ends with the Mulliken spin population.
Positions of all 19 atoms, in Å:
Y (2.9070, 2.9274, -3.5055)  0.00
Yb (0.4015, -0.7972, 1.4772)  1.00
Cl (1.3919, 1.6613, -4.9837)  0.00
Cl (0.5602, 0.9357, 3.1126)  -0.01
C (1.2271, -2.2372, 3.3602)  0.00
C (3.8150, 3.5954, -5.4774)  0.00
C (4.8859, 4.2156, -3.0199)  0.00
O (1.6184, -2.7025, 4.3398)  0.00
O (4.4192, 4.0423, -6.3794)  0.00
O (5.8370, 4.8912, -2.8984)  0.00
N (-3.5117, -2.3903, 0.9599)  0.00
C (-3.8637, -1.5941, 2.0521)  0.00
C (-2.6871, -1.0426, 2.5005)  0.00
N (-1.6506, -1.4743, 1.6808)  0.00
C (-2.1650, -2.3187, 0.7582)  0.00
H (-4.1452, -2.9473, 0.3639)  0.00
H (-4.8990, -1.4895, 2.3696)  0.00
H (-2.5046, -0.3790, 3.3345)  0.00
H (-1.6365, -2.8963, -0.0451)  0.00


# 2
The following is a DFT calculation (ωB97M-V/def2-TZVPD) of a cluster of 2 separate species, C12H12ClP in total at a distorted geometry.

E ... -34446.6449 eV
Charge ... 0
HOMO-LUMO gap (alpha / beta) ... 6.49 / 6.49 eV
Energy above the lowest of the compared OMol25 structures with the same formula, charge and spin ... 204.23 kJ/mol

Each line ends with the natural charge from an NBO analysis.
Positions of all 26 atoms, in Å:
C (2.1563, -0.5265, -2.3555)  -0.23
C (2.5769, -1.2080, -1.2246)  -0.20
C (1.3544, 0.5347, -2.1901)  -0.19
C (2.3125, -0.7906, 0.0619)  -0.24
C (0.9730, 0.9923, -0.9460)  -0.21
C (1.4960, 0.3477, 0.1830)  -0.39
C (-2.2702, 0.6390, -0.4936)  -0.25
C (-1.6879, -0.6537, -0.5440)  -0.22
C (-2.4697, 1.2989, 0.6509)  -0.16
C (-1.0897, -1.1283, 0.5656)  -0.23
C (-2.0886, 0.6876, 2.0036)  -0.50
C (-1.1847, -0.4593, 1.7871)  -0.22
P (0.9819, 0.9423, 1.7873)  0.63
Cl (2.0209, -0.1509, 3.0479)  -0.28
H (2.5557, -0.9044, -3.3783)  0.22
H (3.3479, -2.1149, -1.2895)  0.21
H (1.1009, 1.0254, -3.1718)  0.21
H (2.7576, -1.2632, 1.0332)  0.24
H (0.3837, 1.8262, -0.9917)  0.22
H (-2.6316, 1.1828, -1.5039)  0.21
H (-1.5426, -1.3689, -1.4097)  0.23
H (-2.9456, 2.2769, 0.4841)  0.22
H (-0.5486, -2.0716, 0.3128)  0.23
H (-1.6632, 1.5427, 2.4328)  0.24
H (-3.0468, 0.3016, 2.4217)  0.22
H (-0.8486, -0.9577, 2.7269)  0.23


# 3
The following is a DFT calculation (ωB97M-V/def2-TZVPD) of a cluster of 2 separate species, C4H12 in total at a distorted geometry.

E ... -4340.4358 eV
Charge ... 0
SMILES ... CC.CC
HOMO-LUMO gap ... 11.71 eV
Energy above the lowest of the compared OMol25 structures with the same formula, charge and spin ... 201.90 kJ/mol

Each line ends with the natural charge from an NBO analysis.
Positions of all 16 atoms, in Å:
C (1.9193, -0.2362, -0.9407)  -0.63
C (1.1226, -1.4056, -0.4924)  -0.62
H (1.7139, 0.2157, -1.8620)  0.21
H (2.0811, 0.5510, -0.1355)  0.20
H (3.0175, -0.2875, -1.0640)  0.22
H (1.1240, -2.1577, -1.3064)  0.21
H (0.1057, -1.2849, -0.2258)  0.21
H (1.6671, -1.8791, 0.3578)  0.21
C (-2.2499, 0.4630, 0.5438)  -0.61
C (-1.0272, 1.1891, 0.8923)  -0.66
H (-2.9583, 1.2932, 0.3131)  0.21
H (-2.2182, -0.3531, -0.2617)  0.20
H (-2.7080, -0.1371, 1.1562)  0.20
H (-0.1371, 0.6939, 0.5238)  0.22
H (-0.4756, 1.1194, 1.7959)  0.22
H (-0.9769, 2.2159, 0.7056)  0.21


# 4
The following is a DFT calculation (ωB97M-V/def2-TZVPD) of a structure of composition C47H40AsBrN3O9PbSSi at a distorted geometry.

E ... -227132.6209 eV
Charge ... -1
HOMO-LUMO gap (alpha / beta) ... 4.98 / 6.23 eV
Energy above the lowest of the compared OMol25 structures with the same formula, charge and spin ... 21.29 kJ/mol

Each line ends with the Löwdin charge.
Positions of all 104 atoms, in Å:
Pb (-0.2079, 1.2160, 0.8980)  1.58
C (1.3262, 0.2964, 5.2418)  -0.02
C (0.9827, 0.9740, 4.0552)  -0.07
N (-0.0769, 0.6472, 3.3517)  0.05
C (-0.8650, -0.3742, 3.7446)  -0.16
C (-0.6031, -1.0977, 4.9100)  -0.16
C (0.5360, -0.7321, 5.6627)  -0.01
C (-1.4931, -2.1358, 5.3043)  -0.01
C (-2.6213, -2.4146, 4.5668)  -0.08
C (-2.9200, -1.6892, 3.4146)  0.02
C (-2.0666, -0.6652, 2.9640)  -0.21
N (-2.2757, 0.1530, 1.9502)  0.09
C (-3.3895, 0.4754, 1.2136)  -0.21
C (-4.3504, -0.3690, 0.7062)  0.00
C (-5.4429, 0.1488, -0.0203)  -0.07
C (-5.5849, 1.4948, -0.2150)  -0.03
C (-4.5973, 2.3945, 0.2602)  -0.15
C (-4.6587, 3.7992, 0.0883)  -0.01
C (-3.6587, 4.5837, 0.5723)  -0.02
C (-2.5573, 3.9713, 1.2113)  -0.12
N (-2.4719, 2.6759, 1.3881)  0.07
C (-3.4813, 1.8838, 0.9358)  -0.16
H (2.2068, 0.5971, 5.7920)  0.11
H (1.5921, 1.7832, 3.6660)  0.12
H (0.7598, -1.2723, 6.5758)  0.12
H (-1.2751, -2.6960, 6.2057)  0.11
H (-3.2887, -3.2060, 4.8813)  0.11
H (-3.8193, -1.9105, 2.8579)  0.10
H (-4.2420, -1.4405, 0.8195)  0.11
H (-6.1842, -0.5340, -0.4138)  0.10
H (-6.4469, 1.8889, -0.7409)  0.11
H (-5.5064, 4.2311, -0.4307)  0.12
H (-3.6641, 5.6568, 0.4404)  0.11
H (-1.7187, 4.5655, 1.5546)  0.11
O (4.4529, 1.8473, 0.5349)  -0.27
As (2.9635, 2.7878, 0.8263)  0.92
O (3.3448, 3.8814, 1.9763)  -0.47
O (1.9710, 1.4341, 1.2258)  -0.55
C (2.7660, 3.5354, -0.9671)  -0.21
C (3.8879, 3.4769, -1.7912)  -0.08
C (3.8347, 3.9722, -3.0846)  -0.08
C (2.6676, 4.5419, -3.5755)  -0.08
C (1.5541, 4.6376, -2.7628)  -0.06
C (1.6054, 4.1358, -1.4673)  -0.27
S (0.1462, 4.3272, -0.4929)  0.45
O (-0.1505, 5.7381, -0.4153)  -0.30
O (-0.9109, 3.5375, -1.1190)  -0.34
O (0.5425, 3.7253, 0.8138)  -0.47
H (4.1672, 0.9383, 0.3577)  0.01
H (4.7906, 3.0256, -1.4067)  0.10
H (4.7097, 3.9043, -3.7204)  0.10
H (2.6252, 4.9065, -4.5948)  0.10
H (0.6347, 5.0901, -3.1153)  0.12
C (1.8851, -3.3143, 3.0529)  -0.08
C (1.0731, -3.7042, 1.8059)  -0.59
C (-0.3928, -3.8815, 2.1952)  -0.09
C (1.5964, -4.9924, 1.1670)  -0.09
Si (1.1386, -2.1976, 0.6010)  0.49
O (0.4658, -0.9594, 1.3975)  -0.39
C (0.0783, -2.7821, -0.8620)  -0.20
C (0.5944, -3.4866, -1.9544)  -0.11
C (-0.1980, -3.7997, -3.0550)  -0.12
C (-1.5290, -3.4048, -3.0881)  -0.11
C (-2.0659, -2.7057, -2.0143)  -0.09
C (-1.2690, -2.4037, -0.9171)  -0.11
C (2.8856, -1.9624, -0.0739)  -0.19
C (4.0344, -2.6796, 0.2738)  -0.10
C (5.2637, -2.4202, -0.3270)  -0.09
C (5.3799, -1.4107, -1.2737)  -0.10
C (4.2606, -0.6613, -1.6142)  -0.09
C (3.0341, -0.9397, -1.0229)  -0.10
H (1.8199, -4.0951, 3.8289)  0.08
H (1.5032, -2.3803, 3.4770)  0.06
H (2.9434, -3.1621, 2.8273)  0.06
H (-0.4958, -4.6456, 2.9837)  0.09
H (-0.9974, -4.1974, 1.3399)  0.08
H (-0.8030, -2.9453, 2.5744)  0.04
H (1.5814, -5.8164, 1.8984)  0.08
H (2.6198, -4.8997, 0.8029)  0.05
H (0.9689, -5.2890, 0.3221)  0.07
H (1.6420, -3.7757, -1.9569)  0.10
H (0.2305, -4.3315, -3.8973)  0.09
H (-2.1403, -3.6254, -3.9556)  0.09
H (-3.1003, -2.3776, -2.0448)  0.10
H (-1.6814, -1.8295, -0.0918)  0.08
H (3.9898, -3.4534, 1.0277)  0.07
H (6.1328, -3.0055, -0.0486)  0.09
H (6.3364, -1.2084, -1.7417)  0.10
H (4.3315, 0.1438, -2.3387)  0.11
H (2.1820, -0.3376, -1.3101)  0.07
Br (1.1995, -0.6191, -4.4517)  0.82
C (-0.3463, 0.4743, -4.5517)  -0.59
C (-0.9418, 0.6464, -5.7932)  -0.14
C (-2.0583, 1.4611, -5.9115)  -0.10
C (-2.5846, 2.0867, -4.7891)  -0.08
C (-2.0011, 1.8856, -3.5494)  -0.01
C (-0.8715, 1.0787, -3.4164)  -0.15
C (-0.2440, 0.9521, -2.0486)  -0.66
O (0.8994, 1.3487, -1.8684)  0.00
O (-1.0121, 0.4274, -1.1569)  -0.11
H (-0.5273, 0.1466, -6.6579)  0.09
H (-2.5120, 1.6080, -6.8846)  0.10
H (-3.4501, 2.7319, -4.8818)  0.10
H (-2.3868, 2.3663, -2.6601)  0.11


Please write out number 3 again, unchanged.
The following is a DFT calculation (ωB97M-V/def2-TZVPD) of a cluster of 2 separate species, C4H12 in total at a distorted geometry.

E ... -4340.4358 eV
Charge ... 0
SMILES ... CC.CC
HOMO-LUMO gap ... 11.71 eV
Energy above the lowest of the compared OMol25 structures with the same formula, charge and spin ... 201.90 kJ/mol

Each line ends with the natural charge from an NBO analysis.
Positions of all 16 atoms, in Å:
C (1.9193, -0.2362, -0.9407)  -0.63
C (1.1226, -1.4056, -0.4924)  -0.62
H (1.7139, 0.2157, -1.8620)  0.21
H (2.0811, 0.5510, -0.1355)  0.20
H (3.0175, -0.2875, -1.0640)  0.22
H (1.1240, -2.1577, -1.3064)  0.21
H (0.1057, -1.2849, -0.2258)  0.21
H (1.6671, -1.8791, 0.3578)  0.21
C (-2.2499, 0.4630, 0.5438)  -0.61
C (-1.0272, 1.1891, 0.8923)  -0.66
H (-2.9583, 1.2932, 0.3131)  0.21
H (-2.2182, -0.3531, -0.2617)  0.20
H (-2.7080, -0.1371, 1.1562)  0.20
H (-0.1371, 0.6939, 0.5238)  0.22
H (-0.4756, 1.1194, 1.7959)  0.22
H (-0.9769, 2.2159, 0.7056)  0.21


charge of number 1 (C6H4Cl2N2O3YYb)? +4